a.
This record from OMol25 describes one molecule with the formula C18H20ClN3O4. The level of theory is the ωB97M-V functional and the def2-TZVPD basis.

HOMO level (eV): -8.4
LUMO level (Ha): 0.01620
Structure (SMILES): CCOC(=O)C1CCN(c2cc(=O)n(-c3ccccc3Cl)c(=O)[nH]2)CC1

Structure (XYZ):
```
46
Properties=species:S:1:pos:R:3:nbo_charge:R:1
C -6.3940 2.2801 0.3036 -0.63
C -6.0807 1.0082 1.0769 -0.08
O -4.7021 0.6451 0.9451 -0.51
C -4.3537 -0.0486 -0.1374 0.81
O -5.1153 -0.4029 -0.9970 -0.60
C -2.8685 -0.3755 -0.1056 -0.31
C -2.6792 -1.6652 0.7045 -0.40
C -1.1809 -1.9472 0.8816 -0.22
N -0.4471 -1.6148 -0.3277 -0.42
C 0.7423 -0.9585 -0.2874 0.47
C 1.2416 -0.1633 -1.2781 -0.51
C 2.5416 0.4266 -1.1986 0.67
O 3.0452 1.1430 -2.0382 -0.60
N 3.2565 0.1252 -0.0128 -0.52
C 4.5980 0.5945 0.0883 0.22
C 4.8596 1.9484 0.2222 -0.20
C 6.1653 2.3974 0.3060 -0.20
C 7.2132 1.4939 0.2636 -0.20
C 6.9632 0.1401 0.1236 -0.22
C 5.6564 -0.3069 0.0269 -0.06
Cl 5.3389 -1.9868 -0.1870 0.02
C 2.7831 -0.6323 1.0237 0.81
O 3.3830 -0.8381 2.0525 -0.61
N 1.5141 -1.1495 0.8341 -0.62
C -1.2468 -1.6618 -1.5314 -0.21
C -2.3149 -0.5633 -1.5253 -0.42
H -7.4291 2.5622 0.4721 0.22
H -5.7467 3.0896 0.6318 0.21
H -6.2429 2.1147 -0.7603 0.22
H -6.2347 1.1488 2.1485 0.19
H -6.6990 0.1809 0.7140 0.20
H -2.3565 0.4382 0.4152 0.23
H -3.1755 -2.4872 0.1874 0.21
H -3.1379 -1.5624 1.6886 0.23
H -0.8125 -1.3314 1.7067 0.20
H -1.0359 -3.0050 1.1403 0.20
H 0.6829 0.0705 -2.1651 0.24
H 4.0325 2.6402 0.2505 0.23
H 6.3628 3.4535 0.4065 0.22
H 8.2327 1.8413 0.3339 0.22
H 7.7732 -0.5709 0.0799 0.23
H 1.2114 -1.7792 1.5630 0.42
H -0.5993 -1.5774 -2.4021 0.23
H -1.7196 -2.6474 -1.5657 0.20
H -3.1322 -0.8436 -2.1918 0.24
H -1.8925 0.3768 -1.8795 0.22
```

---

b.
This record from OMol25 describes C18H20ClN3O4 as an isolated structure. The level of theory is the ωB97M-V functional and the def2-TZVPD basis.

HOMO level (eV): -8.6
LUMO level (Ha): -0.01432

Structure (XYZ):
```
46
Properties=species:S:1:pos:R:3:nbo_charge:R:1
C -1.0082 -0.3110 -2.3692 -0.26
O -1.8258 -0.0994 -1.3382 -0.53
C -2.0364 1.2375 -1.1837 -0.03
C -0.9703 2.1427 -0.5457 -0.17
N -0.8744 1.5928 0.5876 -0.62
H -1.5388 2.0953 1.4468 0.38
C 0.3485 1.5375 1.4980 -0.18
C 1.7642 1.7457 0.4825 -0.04
C 2.2826 0.9056 -0.4440 -0.27
C 3.2162 1.2415 -1.2014 -0.17
C 3.9943 2.5322 -0.9124 -0.20
C 3.4836 3.4453 -0.1266 -0.17
C 2.1585 3.0186 0.5216 -0.21
H 1.9169 3.6718 1.5378 0.20
H 3.8104 4.3608 -0.0824 0.20
H 4.5942 2.9271 -1.5735 0.20
H 3.4893 0.6007 -1.9448 0.21
H 1.7017 -0.0282 -0.4513 0.21
C 0.7108 -0.2582 1.8196 0.74
O 1.4212 -0.4563 2.7523 -0.57
N -0.1604 -0.8748 1.0074 -0.68
C -0.3566 -2.1392 1.3186 0.07
C -1.3353 -2.8351 0.4682 -0.15
C -1.6378 -4.1065 0.5210 0.01
C -0.5877 -5.1441 1.0499 -0.06
C 0.1386 -4.5534 1.9654 -0.18
C 0.2277 -3.0689 1.8454 -0.16
H 1.2819 -2.7666 2.6291 0.21
H 0.6844 -4.9976 2.6524 0.22
Cl -1.1785 -6.7392 1.2834 0.04
N -2.5528 -4.7408 -0.4926 0.49
O -2.5370 -5.8222 -1.0395 -0.31
O -3.5358 -3.9428 -0.7562 -0.43
H -2.1049 -2.1478 -0.3522 0.28
H -0.8848 -0.3248 0.4282 0.49
H 0.7070 1.8513 2.5243 0.26
C -1.1582 3.6201 -0.6204 -0.58
H -0.5464 4.2877 0.2549 0.24
H -1.2921 4.0930 -1.4561 0.20
H -2.0725 3.9799 0.1856 0.18
H -0.1729 2.0169 -0.9594 0.21
H -2.9822 1.6372 -0.3919 0.20
H -2.2784 1.9630 -2.2150 0.16
H -0.0670 0.2705 -2.4371 0.17
H -0.7138 -1.3061 -2.4696 0.20
H -1.5235 -0.1116 -3.4168 0.17
```

---

Relative to the most stable one, in eV, the structures come out at a 0.000; b 21.506.

---

a.
This record from OMol25 describes a 3-piece molecular cluster, C3H12N2O2 overall. The level of theory is the ωB97M-V functional and the def2-TZVPD basis.

Net charge: -1
HOMO level (alpha / beta) (eV): 0.8 / -5.1
<S²>: 0.751
Multiplicity: 2
LUMO level (alpha / beta) (Ha): 0.13848 / 0.12866

Structure (XYZ):
```
19
Properties=species:S:1:pos:R:3:lowdin_spin:R:1
C -2.5620 0.2863 0.1192 0.02
C -1.3323 -0.5827 -0.0521 0.04
C -0.4580 -0.8159 0.9402 0.07
N 0.5030 -1.8683 0.9297 0.04
N -1.2037 -1.1749 -1.3349 0.02
H -2.4261 1.1939 -0.4882 0.01
H -3.3648 -0.2734 -0.3584 0.00
H -2.8331 0.3513 1.1649 0.00
H -0.6765 -0.3047 1.8762 0.01
H 0.0673 -2.5720 1.5339 0.01
H 0.5372 -2.3874 0.0419 0.01
H -0.6748 -0.6932 -2.0551 0.02
H -0.9760 -2.1839 -1.4094 0.01
H 2.5019 2.9955 2.0429 0.06
H 2.2573 2.0657 0.9434 0.10
O 1.8053 2.8177 1.3844 0.26
H 1.7551 0.4134 -1.0696 0.05
H 2.7000 1.4239 -1.5321 0.07
O 2.2173 0.6487 -1.8940 0.18
```

---

b.
This record from OMol25 describes a 3-piece molecular cluster, C3H12N2O2 overall. The level of theory is the ωB97M-V functional and the def2-TZVPD basis.

Net charge: -1
HOMO level (alpha / beta) (eV): 1.0 / -3.5
<S²>: 0.750
Multiplicity: 2
LUMO level (alpha / beta) (Ha): 0.12383 / 0.12343

Structure (XYZ):
```
19
Properties=species:S:1:pos:R:3:lowdin_spin:R:1
C -1.0834 0.6234 1.3911 0.09
C -0.7392 0.5114 -0.0653 0.04
C -1.6889 0.5508 -1.0335 0.04
N -1.2741 0.5553 -2.4017 0.01
N 0.5486 0.0441 -0.3540 0.03
H -2.0889 0.1908 1.5257 0.03
H -0.4697 -0.0625 1.9794 0.04
H -1.1475 1.5885 1.8903 0.01
H -2.6421 0.0704 -0.8442 0.02
H -0.3536 0.9515 -2.5111 0.00
H -1.9387 1.0251 -2.9976 0.00
H 0.7275 -0.8489 -0.7916 0.03
H 1.0723 0.0973 0.4959 0.02
H -0.6124 -2.5735 1.0498 0.10
H 0.3750 -3.7163 1.1865 0.09
O 0.3129 -2.8057 0.8425 0.34
H 3.8013 1.9001 -0.2643 0.01
H 3.8959 0.7027 0.7403 0.02
O 3.3050 1.1956 0.1619 0.07
```

---

Relative to the most stable one, in eV, the structures come out at a 0.000; b 0.454.

---

a.
This record from OMol25 describes a 2-piece molecular cluster, C6H10O3 overall. The level of theory is the ωB97M-V functional and the def2-TZVPD basis.

HOMO level (alpha / beta) (eV): -9.3 / -9.3
LUMO level (alpha / beta) (Ha): -0.04480 / -0.04478

Structure (XYZ):
```
19
Properties=species:S:1:pos:R:3:nbo_charge:R:1
C -0.3899 -0.2290 0.4795 0.00
C 1.3257 -0.4730 0.2642 0.19
C 1.7012 -1.2835 1.5006 -0.64
C -0.3402 0.8839 -0.4580 0.31
C -2.7044 0.8860 -0.5564 0.23
C 0.0932 1.7297 -1.3348 -0.52
O -1.0189 -1.2869 0.0467 -0.77
O 1.5188 -1.1596 -0.9262 -0.70
O -3.0609 1.6481 -1.4176 -0.52
H -2.0966 -0.0929 -0.7299 0.21
H 0.8040 -1.8185 -0.9780 0.50
H -0.6447 0.1327 1.4919 0.18
H 1.9498 0.4217 0.2223 0.18
H -3.1091 0.9423 0.4743 0.11
H 1.0619 -2.1620 1.5829 0.23
H 2.7393 -1.6048 1.4024 0.23
H 1.6119 -0.6760 2.4026 0.22
H -0.5935 2.3546 -1.8944 0.29
H 1.1525 1.7871 -1.5721 0.26
```

---

b.
This record from OMol25 describes C6H10O3 as an isolated structure. The level of theory is the ωB97M-V functional and the def2-TZVPD basis.

HOMO level (eV): -9.4
LUMO level (Ha): 0.01006

Structure (XYZ):
```
19
Properties=species:S:1:pos:R:3:nbo_charge:R:1
C -0.8433 0.3788 -0.7508 0.00
C -1.9294 -0.1037 0.1885 -0.42
C -1.1258 -1.4201 0.2316 -0.37
C -0.0239 -0.6486 -0.1701 0.42
C 1.5729 0.5236 0.7311 -0.14
C 2.1213 -0.2069 -0.4777 -0.13
H -1.3500 2.3825 -0.1740 0.46
H -0.8096 0.2394 -1.7431 0.18
H -1.4432 0.7136 1.1086 0.24
H -2.9564 0.1737 -0.1160 0.22
H -1.3233 -2.0004 1.1538 0.24
H -1.6309 -2.1310 -0.7274 0.19
H 1.1896 1.5801 0.5112 0.24
H 2.3027 0.5120 1.7437 0.19
H 3.0788 -0.6599 -0.1054 0.20
H 2.1093 0.4016 -1.3635 0.19
O -0.3569 1.5739 -0.3897 -0.70
O 0.3198 -0.1886 1.0732 -0.52
O 1.0984 -1.1199 -0.7240 -0.50
```

---

Relative to the most stable one, in eV, the structures come out at a 0.000; b 1.652.

---

a.
This record from OMol25 describes one molecule with the formula C6H10O3. The level of theory is the ωB97M-V functional and the def2-TZVPD basis.

HOMO level (eV): -7.9
LUMO level (Ha): 0.01655
Structure (SMILES): C/C(O)=C(/C)CC(=O)O

Structure (XYZ):
```
19
Properties=species:S:1:pos:R:3:nbo_charge:R:1
C -0.4517 0.0096 2.0795 -0.65
C 0.1095 0.5504 0.7973 0.27
O 0.2443 1.9255 0.8068 -0.69
C 0.8473 -0.1943 -0.1352 0.03
C 1.8057 0.4799 -1.0712 -0.67
C 0.1818 -1.3870 -0.6620 -0.53
C -1.1267 -0.3281 -0.8466 0.79
O -1.2822 0.5030 -1.7385 -0.67
O -2.1909 -1.0202 -0.3099 -0.70
H -0.6347 -1.0632 2.0257 0.23
H 0.2377 0.2241 2.9012 0.23
H -1.4082 0.4897 2.3004 0.22
H 0.0891 2.2316 -0.1059 0.49
H 2.2905 1.3372 -0.6024 0.23
H 1.2654 0.8644 -1.9430 0.24
H 2.5409 -0.2446 -1.4285 0.23
H -0.1359 -2.1215 0.0730 0.23
H 0.5850 -1.7756 -1.5941 0.24
H -2.9667 -0.4810 -0.5465 0.49
```

---

b.
This record from OMol25 describes one molecule with the formula C6H10O3. The level of theory is the ωB97M-V functional and the def2-TZVPD basis.

HOMO level (alpha / beta) (eV): -6.5 / -5.7
LUMO level (alpha / beta) (Ha): 0.02698 / -0.00357

Structure (XYZ):
```
19
Properties=species:S:1:pos:R:3:nbo_charge:R:1
C -0.2097 0.7743 1.3551 0.70
C 0.4322 -1.4738 1.0061 -0.17
C -1.2936 1.7943 1.2695 -0.70
C -0.7527 -0.6456 -1.5579 -0.69
C 0.7140 -0.6463 -1.2544 0.28
C 1.2071 -1.3177 -0.1722 -0.39
O -0.4987 -0.4692 1.5196 -0.43
O 1.0390 1.2985 1.4394 -0.67
O 1.5643 -0.3825 -2.3057 -0.68
H 1.6825 0.6140 1.1499 0.51
H 1.0743 -0.3874 -3.1345 0.47
H 0.9028 -1.9168 1.8721 0.17
H 2.2853 -1.4108 -0.1211 0.21
H -2.2122 1.4409 1.7405 0.24
H -1.0177 2.6989 1.8116 0.24
H -1.4945 2.0376 0.2290 0.23
H -1.2523 -1.4587 -1.0168 0.24
H -1.2283 0.2784 -1.2088 0.21
H -0.9417 -0.8281 -2.6211 0.21
```

---

Relative to the most stable one, in eV, the structures come out at a 0.000; b 2.200.